Model w:
The following is a quantum chemistry calculation of 2 unconnected molecules or ions with the total composition C4H12, from the Open Molecules 2025 dataset.

Structure (ORCA input):
```
! wB97M-V def2-TZVPD RIJCOSX def2/J DEFGRID3
* xyz 0 1
C -1.56261 -0.59360 -0.65991
C -2.32482 -0.49861 -2.06557
H -0.58164 -0.99384 -0.94558
H -1.56017 0.44042 -0.17724
H -2.19464 -1.40275 -0.11138
H -2.58656 -1.48017 -2.60577
H -3.31975 -0.04385 -1.97053
H -1.69585 0.10945 -2.74783
C 1.91904 0.48795 0.67305
C 2.05804 0.63999 2.18477
H 1.30650 1.27626 0.08353
H 2.90139 0.56966 0.20591
H 1.50084 -0.48028 0.42152
H 1.17831 1.07205 2.47378
H 2.01952 -0.38535 2.69697
H 2.94240 1.28265 2.54428
*
```

The SMILES is CC.CC. For the HOMO energy, the calculation gives -0.4233 Ha.

***

Model x:
The following is a quantum chemistry calculation of 2 unconnected molecules or ions with the total composition C4H12, from the Open Molecules 2025 dataset.

Structure (ORCA input):
```
! wB97M-V def2-TZVPD RIJCOSX def2/J DEFGRID3
* xyz 0 1
C -1.32637 -1.05176 0.19712
C -2.80014 -1.44135 0.14676
H -0.94027 -0.83191 1.18861
H -0.66625 -1.78773 -0.27407
H -1.12224 -0.21895 -0.48637
H -3.50414 -0.64800 0.37059
H -3.00996 -2.28858 0.79783
H -2.99075 -1.77845 -0.87160
C 2.23168 0.61217 -0.55953
C 1.87109 1.88267 0.21608
H 3.25846 0.30278 -0.34850
H 1.65052 -0.27527 -0.31869
H 2.16829 0.86066 -1.61820
H 2.72499 2.52853 0.40773
H 1.12855 2.49328 -0.29462
H 1.47806 1.62375 1.20409
*
```

The SMILES is CC.CC. For the HOMO energy, the calculation gives -0.4303 Ha.

***

The most stable of them is model x.

***

Model w:
The following is a quantum chemistry calculation of 2 unconnected molecules or ions with the total composition C4H12, from the Open Molecules 2025 dataset.

Structure (ORCA input):
```
! wB97M-V def2-TZVPD RIJCOSX def2/J DEFGRID3
* xyz 0 1
C 1.11201 1.68582 -0.76771
C 0.99536 0.39551 -1.65670
H 1.41616 2.62713 -1.15683
H 0.12293 1.80359 -0.22159
H 1.94559 1.61609 -0.12390
H 1.64231 -0.39866 -1.38265
H 1.45483 0.45119 -2.75344
H 0.04775 -0.09045 -1.96030
C -1.73794 -0.77166 1.49910
C -0.39979 -1.27179 1.06723
H -1.78254 -0.07521 2.43287
H -2.31747 -0.29295 0.70566
H -2.32139 -1.68115 1.60295
H 0.17541 -1.91730 1.74737
H 0.31364 -0.43206 0.89711
H -0.66685 -1.64810 0.07083
*
```

The SMILES is CC.CC. For the HOMO energy, the calculation gives -0.4087 Ha.

***

Model x:
The following is a quantum chemistry calculation of 2 unconnected molecules or ions with the total composition C4H12, from the Open Molecules 2025 dataset.

Structure (ORCA input):
```
! wB97M-V def2-TZVPD RIJCOSX def2/J DEFGRID3
* xyz 0 1
C 1.60144 -1.40955 -0.72215
C 2.13325 -0.03516 -1.04702
H 0.52050 -1.39843 -0.63728
H 1.92690 -2.20132 -1.39887
H 2.02900 -1.76267 0.22309
H 1.72067 0.67232 -0.32013
H 1.85026 0.38861 -2.01603
H 3.21260 0.04387 -1.02591
C -1.73338 -0.01383 1.01960
C -2.03056 1.46938 0.72199
H -1.17254 -0.13784 1.94663
H -2.58902 -0.62608 1.33717
H -1.25004 -0.51294 0.19097
H -3.06145 1.71737 0.96080
H -1.49276 2.15865 1.38110
H -1.70780 1.66369 -0.29484
*
```

The SMILES is CC.CC. For the HOMO energy, the calculation gives -0.4194 Ha.

***

Model y:
The following is a quantum chemistry calculation of 2 unconnected molecules or ions with the total composition C4H12, from the Open Molecules 2025 dataset.

Structure (ORCA input):
```
! wB97M-V def2-TZVPD RIJCOSX def2/J DEFGRID3
* xyz 0 1
C 0.94833 0.81374 1.60717
C 1.51892 2.21337 1.79739
H 1.62767 0.03048 1.94149
H 0.00791 0.72683 2.14766
H 0.75801 0.62581 0.55039
H 0.78340 2.96219 1.50755
H 2.39614 2.37457 1.17167
H 1.78446 2.39503 2.83756
C -0.74107 -1.38522 -1.12696
C -1.73030 -1.64960 -2.26126
H -0.67908 -2.24576 -0.46006
H 0.25814 -1.17118 -1.51007
H -1.01048 -0.51083 -0.53375
H -1.84822 -0.73816 -2.84771
H -2.70635 -1.93666 -1.87084
H -1.36948 -2.44665 -2.90854
*
```

The SMILES is CC.CC. For the HOMO energy, the calculation gives -0.4340 Ha.

***

Model z:
The following is a quantum chemistry calculation of 2 unconnected molecules or ions with the total composition C4H12, from the Open Molecules 2025 dataset.

Structure (ORCA input):
```
! wB97M-V def2-TZVPD RIJCOSX def2/J DEFGRID3
* xyz 0 1
C -1.44948 0.82111 0.59450
C -1.28019 1.59992 -0.80517
H -0.71318 1.32784 1.20955
H -2.49378 0.94735 0.82102
H -1.13204 -0.19031 0.44322
H -0.65101 0.94197 -1.41115
H -0.88092 2.59404 -0.64184
H -2.22031 1.64565 -1.34928
C 1.07571 -1.83636 -0.12478
C 1.68551 -0.55182 0.38847
H 1.50402 -2.24899 -1.03986
H 1.13015 -2.64437 0.60873
H 0.03168 -1.67546 -0.40664
H 1.34761 -0.38881 1.42034
H 1.28074 0.27042 -0.19702
H 2.76550 -0.61217 0.48989
*
```

The SMILES is CC.CC. For the HOMO energy, the calculation gives -0.4244 Ha.

***

The most stable of them is model y.

***

Model w:
The following is a quantum chemistry calculation of 2 unconnected molecules or ions with the total composition C4H12, from the Open Molecules 2025 dataset.

Structure (ORCA input):
```
! wB97M-V def2-TZVPD RIJCOSX def2/J DEFGRID3
* xyz 0 1
C 0.18469 0.22221 -2.39732
C 0.83805 1.52346 -1.92090
H -0.05574 -0.42176 -1.56083
H -0.78459 0.38018 -2.87229
H 0.86006 -0.31714 -3.04721
H 1.77495 1.71547 -2.44230
H 1.17539 1.42459 -0.88814
H 0.25818 2.43291 -2.00530
C -0.31624 -1.36817 2.68404
C -0.75478 -0.40647 1.58690
H 0.03450 -2.33472 2.30289
H 0.49358 -0.93715 3.28079
H -1.15980 -1.55990 3.34131
H -1.80222 -0.45450 1.28275
H -0.58709 0.59751 1.96904
H -0.15894 -0.49655 0.68657
*
```

The SMILES is CC.CC. For the HOMO energy, the calculation gives -0.4284 Ha.

***

Model x:
The following is a quantum chemistry calculation of 2 unconnected molecules or ions with the total composition C4H12, from the Open Molecules 2025 dataset.

Structure (ORCA input):
```
! wB97M-V def2-TZVPD RIJCOSX def2/J DEFGRID3
* xyz 0 1
C -2.86173 -0.93882 -0.85016
C -1.80416 -1.90000 -0.96029
H -3.26992 -0.59408 -1.89704
H -3.67625 -1.14111 -0.18226
H -2.42902 0.09503 -0.60292
H -2.13678 -3.01113 -0.79436
H -0.99244 -1.67222 -0.28330
H -1.22643 -1.88482 -1.80045
C 1.99473 1.04951 1.55353
C 2.54502 1.67587 0.26911
H 1.96293 -0.01362 1.27681
H 2.75551 1.07300 2.34297
H 1.02704 1.47445 1.93916
H 2.22359 1.30898 -0.64254
H 3.67234 1.62333 0.37966
H 2.21557 2.85564 0.25209
*
```

The SMILES is CC.CC. For the HOMO energy, the calculation gives -0.4021 Ha.

***

The most stable of them is model w.